ORCA calculation (wB97M-V/def2-TZVPD) on a 9-piece molecular cluster, C38H79BF4N9O10 overall.

The geometry in XYZ format:
```
141
Properties=species:S:1:pos:R:3:lowdin_charge:R:1
C 7.9573 1.5815 -1.5771 0.04
N 7.4554 0.3271 -1.0272 -0.08
C 6.1425 -0.1273 -1.2433 0.10
C 5.6143 -1.2070 -0.4986 0.07
C 6.3823 -1.8213 0.4501 -0.16
C 7.6575 -1.3662 0.6416 0.05
C 8.1612 -0.2612 -0.0636 0.03
C 5.8550 -2.9432 1.2952 -0.13
C 4.6974 -2.9176 2.0983 0.08
C 4.1946 -4.0147 2.8255 0.07
N 4.8541 -5.1949 2.6372 -0.09
C 6.0676 -5.2244 2.0532 0.05
C 6.5277 -4.1521 1.2171 0.06
C 4.3316 -6.4147 3.1935 0.02
H 7.4731 1.7879 -2.5316 0.12
H 9.0208 1.4418 -1.7708 0.11
H 7.7372 2.3619 -0.8486 0.12
H 5.5214 0.3842 -1.9637 0.15
H 4.5587 -1.4041 -0.6136 0.15
H 8.2342 -1.9281 1.3614 0.14
H 9.1079 0.2144 0.1463 0.15
H 4.1522 -1.9854 2.1058 0.14
H 3.2693 -4.0094 3.3823 0.16
H 6.5861 -6.1705 2.0043 0.15
H 7.3467 -4.2926 0.5273 0.14
H 3.3146 -6.6498 2.8795 0.12
H 4.4556 -6.2734 4.2672 0.12
H 4.8040 -7.3467 2.8830 0.11
B 0.2779 0.5852 -0.0500 -1.31
F 0.5367 1.5157 -1.0518 0.10
F -0.9888 0.6500 0.4819 0.12
F 0.4745 -0.7457 -0.4866 0.05
F 1.1992 0.7534 1.0123 0.05
O 6.7409 2.5964 3.3778 0.00
C 6.4271 3.5349 2.6489 -0.61
N 7.3714 4.3647 2.2178 0.15
C 4.9816 3.8487 2.2094 0.01
H 7.0589 5.2500 1.8454 0.10
H 8.3411 4.2439 2.4730 0.12
H 4.5675 2.9940 1.6746 0.08
H 5.0440 4.7148 1.5505 0.07
H 4.3694 3.8956 3.1100 0.09
O -3.3088 0.2670 5.7392 0.03
C -2.6152 1.2411 5.9153 -0.65
N -2.0067 1.7254 4.8776 0.16
C -2.5063 2.0228 7.2377 0.00
H -2.1736 1.2782 3.9874 0.13
H -1.6740 2.6790 4.8835 0.11
H -3.0758 1.5911 8.0608 0.08
H -3.1311 2.9140 7.1780 0.08
H -1.4545 2.2561 7.4032 0.07
O -1.7074 -1.8361 -5.8598 0.00
C -0.9946 -1.5594 -4.8855 -0.63
N -1.5245 -1.4552 -3.6930 0.18
C 0.4731 -1.3916 -5.1063 -0.02
H -0.9680 -1.2442 -2.8769 0.10
H -2.5086 -1.3692 -3.4826 0.12
H 0.5646 -0.3732 -5.4838 0.09
H 0.8717 -2.1159 -5.8167 0.08
H 1.1283 -1.4082 -4.2354 0.07
O 4.0396 3.8977 -5.0787 -0.02
C 2.9287 4.2023 -5.5361 -0.60
N 2.5022 3.8231 -6.7305 0.15
C 1.8404 4.7979 -4.6383 0.00
H 3.0306 3.2424 -7.3658 0.12
H 1.6013 4.1149 -7.0817 0.11
H 2.1423 5.4609 -3.8275 0.08
H 1.3377 3.8901 -4.3046 0.09
H 1.1881 5.4307 -5.2400 0.07
C -7.6813 2.0880 -0.7590 -0.12
O -7.5049 0.6962 -0.8069 -0.18
C -6.2783 0.1993 -0.3405 -0.22
C -6.2912 -1.3626 -0.4408 -0.18
N -5.9164 -1.8640 -1.7718 -0.09
C -5.9086 -3.2623 -1.9523 -0.23
C -5.9537 -3.6932 -3.4691 -0.16
O -7.3262 -3.5182 -3.8498 -0.21
C -7.7065 -3.5394 -5.1786 -0.14
H -8.5474 2.4104 -1.3369 0.09
H -6.8664 2.6300 -1.2390 0.08
H -7.7172 2.4914 0.2530 0.09
H -6.0308 0.5166 0.6725 0.12
H -5.4129 0.5594 -0.8970 0.12
H -7.2417 -1.7377 -0.0613 0.12
H -5.5002 -1.7445 0.2045 0.11
H -6.5722 -1.5061 -2.4514 0.11
H -6.6786 -3.7549 -1.3586 0.11
H -4.9889 -3.6001 -1.4747 0.11
H -5.7086 -4.7500 -3.5747 0.11
H -5.3134 -3.1584 -4.1706 0.12
H -7.1863 -4.1874 -5.8840 0.08
H -7.4908 -2.5466 -5.5733 0.08
H -8.7766 -3.7448 -5.2084 0.09
C -3.3683 7.5549 -4.0976 -0.10
O -2.7512 6.6043 -3.2191 -0.19
C -3.4018 6.3187 -2.0140 -0.24
C -2.7815 5.0795 -1.3678 -0.21
N -1.5909 5.4317 -0.5998 -0.06
C -1.9854 5.6636 0.8069 -0.19
C -0.7095 5.7335 1.7126 -0.19
O -1.0844 5.8094 3.0980 -0.19
C -0.1163 6.2658 3.9795 -0.14
H -3.4008 8.5516 -3.6576 0.08
H -4.3358 7.1692 -4.4190 0.08
H -2.8893 7.7110 -5.0641 0.08
H -4.4790 6.1761 -2.0990 0.12
H -3.2837 7.1477 -1.3163 0.11
H -2.4047 4.4578 -2.1799 0.12
H -3.5349 4.5350 -0.7985 0.11
H -1.0299 4.5922 -0.6257 0.10
H -2.6733 4.8840 1.1344 0.11
H -2.5037 6.6220 0.7790 0.11
H 0.0415 6.4534 1.3870 0.12
H -0.2075 4.8132 1.4138 0.11
H -0.4858 6.2205 5.0040 0.09
H 0.0051 7.3250 3.7530 0.08
H 0.8380 5.7608 3.8297 0.08
C -0.3305 -5.9396 -2.1167 -0.11
O 0.4400 -6.3217 -1.0261 -0.20
C 0.8590 -5.3747 -0.0636 -0.20
C -0.3096 -5.0148 0.9340 -0.18
N -0.6166 -6.0168 1.9821 -0.08
C -1.7325 -5.6357 2.9203 -0.17
C -1.3742 -4.4954 3.8958 -0.22
O -0.7844 -5.0782 5.0515 -0.20
C -0.3382 -4.1505 6.0592 -0.10
H -1.1161 -6.6694 -2.3125 0.09
H 0.3365 -5.8644 -2.9755 0.09
H -0.7938 -4.9616 -1.9864 0.09
H 1.3973 -4.5548 -0.5390 0.11
H 1.5489 -5.7698 0.6822 0.09
H -1.2379 -4.9087 0.3726 0.11
H 0.0233 -4.1455 1.5010 0.10
H -0.7188 -6.9666 1.6543 0.10
H -2.1078 -6.5254 3.4260 0.12
H -2.5737 -5.2992 2.3142 0.11
H -2.3827 -4.2155 4.2002 0.12
H -0.8665 -3.6543 3.4237 0.12
H -1.0682 -3.4200 6.4078 0.09
H 0.4384 -3.4778 5.6952 0.06
H 0.1595 -4.7190 6.8449 0.08
```

The total energy comes out at -86112.0243 eV. The energy above the lowest of the compared OMol25 structures with the same formula, charge and spin comes out at 0.00 kJ/mol. For the HOMO energy, the calculation gives -9.306 eV. As for the HOMO-LUMO gap: 3.72 eV. As for the charge: +1. The lowest unoccupied orbital energy comes out at -5.5880 eV.

ORCA calculation (wB97M-V/def2-TZVPD) on C8H16N2 as an isolated structure.

The geometry in XYZ format:
```
26
Properties=species:S:1:pos:R:3:lowdin_charge:R:1
C -0.5720 -0.7284 -0.8238 -0.17
C -1.0047 -1.6796 -1.6685 -0.07
C -0.6433 0.8138 -0.6206 -0.34
C 0.3152 1.0492 0.5485 -0.29
C -2.1293 1.1562 -0.5944 -0.05
C -0.4348 0.7184 1.8905 -0.03
C 0.8508 -2.0152 1.0187 -0.11
C 2.3455 0.7501 -0.7956 -0.01
N 1.0699 -1.0812 -0.0714 -0.08
N 1.4475 0.2151 0.2435 -0.08
H -0.4293 -2.5329 -1.6198 -0.01
H -1.8382 -1.6852 -2.3396 0.02
H -0.2902 1.2544 -1.5040 0.09
H 0.5169 2.1036 0.4671 0.14
H -2.4725 0.9915 0.4126 0.06
H -2.6359 0.6151 -1.3673 0.07
H -2.2301 2.2977 -0.7177 0.11
H -0.8183 -0.2288 1.7779 0.03
H -1.2685 1.4023 2.1728 0.10
H 0.2887 0.8523 2.6482 0.06
H 0.4992 -1.4817 1.9590 0.08
H 0.2319 -2.9455 0.8899 0.10
H 1.8066 -2.4965 1.2559 0.07
H 2.4027 -0.0891 -1.5603 0.13
H 1.7764 1.5557 -1.3088 0.09
H 3.2155 1.1885 -0.2927 0.10
```

The total energy comes out at -11526.6087 eV. Its expectation value of S² is 2.008. The energy above the lowest of the compared OMol25 structures with the same formula, charge and spin comes out at 276.73 kJ/mol. For the HOMO energy (alpha / beta), the calculation gives -3.493 / -7.967 eV. As for the HOMO-LUMO gap (alpha / beta): 4.34 / 5.35 eV. As for the charge: 0. The spin multiplicity is 3. The lowest unoccupied orbital energy (alpha / beta) comes out at 0.8491 / -2.6134 eV.